12
Properties=species:S:1:pos:R:3:forces:R:3 method="wB97M-V/def2-TZVPD" total_charge=0 total_energy_ha=-720.6290 de_lowest_kcal_mol=73.76 lumo_energy_ha=-0.020 gap_ev=8.7 max_force_ev_per_a=4.582 homo_energy_ev=-9.2 multiplicity=1
C -2.505085 -0.575308 0.056371 0.167 2.493 -3.064
C 0.624912 1.868934 0.604045 -0.134 0.074 0.075
C 0.808962 0.404256 0.900396 0.605 -0.468 -0.982
N 0.904710 -1.698244 -1.340407 1.954 0.400 0.367
O -2.311250 0.195990 -0.783894 0.651 0.558 -0.269
O -2.825227 -1.322364 0.827343 -0.759 -3.040 3.343
S 0.668271 1.268238 2.272627 -0.183 0.381 2.010
H 1.432007 2.575459 0.371887 -0.470 -0.550 -0.391
H -0.391391 2.012481 0.273635 0.049 0.798 -0.483
H 0.496222 -1.627215 -0.379513 0.922 -0.216 -1.116
H 1.344077 -0.734964 -1.490500 -0.844 -1.819 0.329
H 1.753791 -2.367263 -1.311990 -1.958 1.388 0.180

***

114
Properties=species:S:1:pos:R:3:forces:R:3 method="wB97M-V/def2-TZVPD" total_charge=+1 total_energy_ha=-6686.1870 lumo_energy_ha="-0.086 / -0.313" gap_ev="9.7 / 3.5" max_force_ev_per_a=4.840 homo_energy_ev="-12.0 / -12.0" multiplicity=2
C 1.689004 -6.040669 -1.602056 0.211 0.672 -0.128
C 2.963719 -5.876700 -0.770705 0.755 -1.316 1.076
C 2.513751 -5.170693 0.532621 0.455 -0.082 -2.002
O 1.522352 -4.357461 -0.001105 -2.274 2.505 0.621
C 0.802689 -4.856349 -1.143096 1.485 -0.752 0.817
H 1.234727 -7.007505 -1.385364 -0.131 0.104 -0.400
H 1.931202 -5.871928 -2.651322 -0.192 -0.686 -0.059
H 3.752767 -5.392509 -1.346083 -0.206 0.702 0.337
H 3.438338 -6.811301 -0.471786 -0.226 -0.449 -0.339
H 3.297564 -4.530321 0.937161 -0.086 0.020 0.089
H 2.102399 -5.794227 1.326408 0.160 -0.506 -0.086
H 0.727360 -4.029790 -1.849664 0.010 -0.152 -0.130
H -0.197963 -5.199922 -0.880883 -0.193 0.054 0.195
C -2.867816 -2.935752 -0.141749 -0.554 0.179 -1.927
C -3.726093 -4.188785 -0.284291 0.532 -0.737 -1.364
C -4.191827 -4.502869 1.137647 0.495 0.569 -2.273
O -3.385973 -3.613201 1.883080 -0.785 -0.742 3.647
C -2.365271 -2.992311 1.247538 -0.077 1.598 -2.049
H -3.481777 -2.036656 -0.194556 -0.138 0.024 -0.192
H -2.102542 -2.817497 -0.908870 0.061 -0.216 0.101
H -3.114156 -5.014335 -0.647740 0.194 -0.073 0.091
H -4.431634 -4.056559 -1.104554 -0.567 -0.038 0.577
H -3.944416 -5.519680 1.442598 0.233 -0.209 0.459
H -5.259972 -4.399208 1.328504 0.035 0.567 0.580
H -1.400568 -3.499695 1.246441 0.423 -0.692 0.750
H -2.242526 -1.944756 1.522592 0.312 -0.185 1.522
C -2.408573 -1.349800 -5.584954 1.133 0.002 -0.456
C -2.855064 -0.773977 -4.291879 -0.731 3.312 0.589
O -3.142463 -1.711149 -3.314154 1.045 -3.745 0.178
S -2.793208 -3.223371 -3.934036 -0.937 -0.729 -0.619
O -3.963281 -4.073965 -3.653251 2.756 1.852 -0.639
O -1.445919 -3.697056 -3.588223 -2.809 1.350 -0.628
O -2.859958 -2.679609 -5.558188 -0.429 -2.020 2.166
H -1.325386 -1.346803 -5.706569 0.072 0.024 0.120
H -2.835366 -0.779229 -6.409815 -0.222 -0.448 -0.084
H -3.810965 -0.259608 -4.390774 0.076 0.336 -0.381
H -2.132972 -0.065812 -3.885459 0.131 0.066 -0.098
C 1.500761 1.795254 -3.747619 0.258 -0.115 -1.652
C 0.441815 1.894417 -4.899282 0.434 1.003 0.867
O 0.585579 0.734441 -5.689347 0.729 -2.338 -0.153
S 1.669893 -0.378245 -5.074760 1.955 -0.272 0.190
O 3.015667 -0.177481 -5.649036 -3.409 -0.350 0.914
O 1.151565 -1.771043 -5.007700 0.653 4.289 0.048
O 1.693071 0.380271 -3.600615 -0.473 -1.323 -0.257
H 1.256886 2.295248 -2.810264 -0.427 -0.574 -0.036
H 2.453068 2.200466 -4.089695 0.018 0.142 -0.090
H 0.613216 2.747076 -5.556332 0.255 0.022 0.130
H -0.577618 1.992977 -4.526247 -0.021 -0.440 0.133
C -3.665661 6.097063 -2.781120 -0.707 -1.062 0.496
C -3.440660 4.587922 -2.513491 -0.105 1.568 0.639
O -4.003443 4.468178 -1.192914 0.255 -0.496 1.160
S -3.413105 5.630286 -0.190521 -1.518 0.141 -0.150
O -2.040536 5.302691 0.275617 -3.251 1.042 -1.642
O -4.480726 5.929170 0.785283 3.095 -0.640 -2.575
O -3.520413 6.738465 -1.480482 1.266 -0.389 0.959
H -4.702851 6.219103 -3.093255 -0.250 0.024 0.435
H -3.134369 6.487526 -3.649097 0.949 0.414 0.798
H -2.399568 4.287262 -2.395957 0.037 -0.071 -0.722
H -4.044913 4.051039 -3.244754 0.282 -0.493 0.430
C 6.326043 -2.965986 2.083422 -1.421 -0.031 -0.321
C 6.986998 -2.123927 1.026600 2.168 -0.333 -0.505
O 6.144570 -1.074324 0.613083 -2.645 0.533 -0.815
S 4.557449 -1.279471 1.090263 3.265 -3.454 -0.916
O 3.812964 -2.126972 0.140121 1.451 1.762 2.116
O 4.013847 -0.028807 1.486370 0.224 -0.533 0.301
O 5.168386 -2.196821 2.360531 -3.211 1.688 0.761
H 6.897587 -3.158746 2.991327 -0.114 0.514 0.014
H 5.913811 -3.918294 1.749856 0.596 -0.188 -0.435
H 7.320791 -2.796586 0.236522 -0.326 0.374 -0.559
H 7.877987 -1.587809 1.353426 0.010 -0.253 0.370
C 0.027878 2.049265 5.314666 0.152 2.305 2.399
C 1.257251 1.244722 5.765610 -0.135 0.309 -1.503
O 1.254927 0.263096 4.721670 -0.711 -2.323 -0.996
S -0.297111 -0.224235 4.413826 -0.570 -1.128 3.915
O -0.802976 -1.102835 5.497826 1.516 2.365 -2.451
O -0.514353 -0.719933 3.090332 0.731 0.801 -0.147
O -0.870110 1.269693 4.588396 -0.392 -2.438 -0.819
H 0.144408 2.941326 4.699242 0.755 -0.088 0.199
H -0.409216 2.354143 6.265510 -0.674 0.266 -0.269
H 1.219863 0.830127 6.772996 -0.491 -0.313 -0.215
H 2.206448 1.774058 5.682334 -0.193 0.157 -0.230
C 2.641037 4.505599 1.470564 0.784 0.098 0.099
C 2.224809 3.561495 2.610903 -0.386 -0.059 -0.643
O 3.222812 3.628586 3.621966 0.876 -0.032 0.544
S 4.350076 4.748596 3.308094 0.305 2.487 2.324
O 5.724104 4.303651 3.656305 -4.156 0.819 -1.568
O 3.832858 6.022684 3.882823 1.546 -3.148 -1.433
O 3.999714 4.737034 1.751630 2.852 0.751 0.509
H 2.089239 5.444990 1.504628 -0.039 -0.067 -0.188
H 2.805084 4.120471 0.464150 -1.299 -0.346 0.019
H 2.223520 2.521470 2.284638 -0.489 0.036 0.096
H 1.284354 3.961073 2.990349 -0.084 -0.609 0.216
C -2.069378 2.487296 1.959251 0.416 0.435 -0.637
C -3.533688 2.425195 1.647253 -0.763 1.089 0.100
O -4.196743 2.743517 2.857822 -0.030 0.010 1.932
S -3.318303 3.748635 3.837764 -2.567 -0.010 -0.642
O -3.330497 3.082151 5.141057 0.746 1.678 -2.315
O -3.839069 5.127375 3.667758 2.115 -3.606 0.638
O -1.946443 3.498052 2.964342 -0.323 0.778 1.368
H -1.585973 2.890260 1.069284 0.319 0.031 0.149
H -1.562719 1.569991 2.259163 -0.362 0.030 0.223
H -3.875173 1.481498 1.221914 -0.075 0.195 0.338
H -3.835613 3.283899 1.047611 0.377 -0.482 -0.878
C 0.633457 -1.114905 -0.392923 -0.067 1.252 0.784
C 1.121480 0.174896 0.251567 1.558 0.382 -1.251
O 0.059834 1.169112 0.133519 -1.715 -0.461 0.232
S -1.176716 0.718716 -0.859276 2.665 -1.343 -0.181
O -1.265116 1.715516 -1.903617 -0.018 -1.379 1.126
O -2.401799 0.281488 -0.212810 1.906 0.495 -0.455
O -0.274202 -0.613607 -1.385482 -2.380 0.819 -0.144
H 0.216696 -1.666865 0.449549 -0.766 -0.589 -0.554
H 1.395927 -1.700785 -0.906221 -0.049 0.194 0.144
H 1.933827 0.587395 -0.346788 0.026 0.069 -0.139
H 1.567315 0.042804 1.237407 -0.953 0.249 0.307

***

50
Properties=species:S:1:pos:R:3:forces:R:3 method="wB97M-V/def2-TZVPD" total_charge=+2 total_energy_ha=-1778.9451 lumo_energy_ha="-0.235 / -0.471" gap_ev="6.7 / 2.1" max_force_ev_per_a=8.215 homo_energy_ev="-13.1 / -14.9" multiplicity=6
Pd 10.911410 19.941690 -17.998780 0.220 -0.349 -0.392
Pd 8.620480 19.066220 -20.725190 1.408 -0.186 0.369
C 13.042090 18.936340 -21.048180 -1.078 -0.040 1.288
C 11.923270 18.209290 -20.278290 0.224 -2.248 0.247
O 10.689820 18.847150 -20.010870 -0.427 1.125 0.326
H 13.776610 18.241570 -21.455460 -0.459 -0.083 -0.386
H 13.567610 19.395690 -20.210960 0.196 1.112 -0.679
H 12.540000 19.572550 -21.777040 0.690 0.264 -0.019
H 12.359610 17.867460 -19.339750 -0.034 0.488 0.538
H 11.709890 17.224220 -20.693270 -0.421 -0.034 -0.926
C 15.470370 16.852770 -19.784590 -0.511 0.876 -0.766
C 15.250140 15.391580 -20.031260 0.216 -0.142 -0.040
O 16.137510 14.808570 -19.054860 -1.360 -2.421 -1.266
C 16.858590 15.702110 -18.436500 3.135 0.527 4.093
O 17.686430 15.518410 -17.520570 -3.002 0.334 -3.476
O 16.496660 16.918200 -18.853010 0.925 1.160 0.445
H 14.607550 17.361070 -19.354170 -0.108 0.076 -0.120
H 15.770890 17.305680 -20.729390 0.090 0.518 0.208
H 15.499630 15.146740 -21.063690 0.622 -0.438 0.242
H 14.200480 15.115360 -19.931250 0.121 -0.441 0.755
C 14.383560 17.820810 -14.504540 0.013 -0.695 2.155
C 15.440490 18.709380 -14.965110 2.465 0.265 -0.049
O 14.819960 19.561420 -15.885350 -0.759 1.563 -1.717
C 13.661510 19.045690 -16.251350 0.302 0.619 0.626
O 12.995850 19.436170 -17.208830 0.178 -0.371 0.634
O 13.327660 18.106270 -15.386230 -1.926 -1.224 -1.406
H 14.083260 18.062250 -13.484920 -0.380 -0.095 -0.111
H 14.796010 16.811890 -14.497440 -0.935 -0.334 -0.391
H 16.167810 18.154020 -15.557280 0.471 0.166 0.373
H 15.882670 19.261270 -14.135650 0.234 0.164 -0.451
C 14.545000 20.122920 -24.069950 0.180 -0.672 -1.087
C 15.223200 20.828800 -22.938510 -1.169 1.228 -0.544
O 16.127490 19.913510 -22.427080 0.834 -0.350 0.915
C 16.348200 18.967580 -23.341950 2.385 -3.192 -0.085
O 17.270560 18.152380 -23.300500 -2.694 2.220 -0.042
O 15.359050 18.962680 -24.258550 0.333 -0.250 -0.103
H 14.602090 20.683300 -25.003130 -0.547 -0.004 0.108
H 13.539160 19.815110 -23.784220 -0.045 -0.054 -0.502
H 14.391350 21.020570 -22.260760 0.832 0.767 0.649
H 15.761300 21.684180 -23.347010 -0.175 0.345 0.681
C 11.302440 14.279250 -21.439040 -0.715 0.609 -0.218
C 10.396490 14.721030 -22.560420 2.052 2.139 -0.072
O 9.745090 13.577000 -22.982400 -1.935 -3.834 -0.980
C 10.081230 12.512640 -22.221770 1.810 8.009 0.255
O 9.636900 11.391370 -22.396980 -0.931 -2.795 -0.285
O 10.878730 12.941790 -21.292360 -0.175 -4.561 1.166
H 11.017570 14.764460 -20.505490 0.941 0.009 0.074
H 12.324460 14.267690 -21.817780 0.140 0.128 0.990
H 11.126770 14.992080 -23.322870 -0.887 0.487 -0.652
H 9.739060 15.542490 -22.275660 -0.346 -0.386 -0.373